This record from the OMol25 dataset describes a cluster of 2 separate species, C3H9N2O in total at a distorted geometry. The level of theory is wB97M-V/def2-TZVPD.

Calculated values
- Max |F|: 5.4 eV Å⁻¹
- Energy relative to the best compared isomer or geometry (same formula, charge and spin): 119.7 kcal per mole
- HOMO-LUMO gap (alpha / beta): 9.20 / 9.20 eV
- Molecular weight: 89.12 g mol⁻¹

Structure (ORCA input):
```
! RIJCOSX wB97M-V def2-TZVPD def2/J DEFGRID3
* xyz 1 1
C 1.705 -0.252 -0.104
C -1.682 0.985 -0.491
C -0.201 -1.505 0.672
N -0.786 1.133 0.608
N 0.523 -0.380 0.224
O 2.179 0.905 -0.600
H 2.284 -1.192 -0.275
H -2.560 0.390 -0.240
H -2.059 1.960 -0.727
H -1.110 0.641 -1.391
H -0.225 -1.621 1.708
H 0.263 -2.519 0.428
H -1.190 -1.362 0.153
H -0.254 1.927 0.652
H 3.113 0.890 -0.617
*
```

natural (NBO) atomic charge list, values in e, 6 entries: number 1, C, carries 0.473; number 2, C, carries -0.504; number 3, C, carries -0.445; number 4, N, carries -0.211; number 5, N, carries -0.248; number 6, O, carries -0.617

***

This record from the OMol25 dataset describes the ion CH6N with charge +1. The level of theory is wB97M-V/def2-TZVPD.

Calculated values
- Max |F|: 0.7 eV Å⁻¹
- Energy relative to the best compared isomer or geometry (same formula, charge and spin): 0.2 kcal per mole
- HOMO-LUMO gap: 15.34 eV
- Molecular weight: 32.07 g mol⁻¹
- SMILES: C[NH3+]

Structure (ORCA input):
```
! RIJCOSX wB97M-V def2-TZVPD def2/J DEFGRID3
* xyz 1 1
C -0.680 0.402 -0.094
N 0.611 -0.332 0.072
H -1.259 -0.058 -0.889
H -1.241 0.374 0.826
H -0.458 1.404 -0.415
H 1.260 -0.125 -0.687
H 0.490 -1.346 0.109
H 1.069 -0.079 0.950
*
```

natural (NBO) atomic charge list, values in e, 6 entries: number 1, C, carries -0.422; number 2, N, carries -0.661; number 3, H, carries 0.246; number 4, H, carries 0.247; number 5, H, carries 0.244; number 6, H, carries 0.449